{"formula": "C9H19AlAsCl3GeN4OS2", "method": "ωB97M-V/def2-TZVPD", "s2": 1.78, "total_charge": 1, "molar_mass_g_mol": 544.29, "max_force_ha_per_bohr": 0.1156, "homo_energy_ev": [-10.2, -10.6], "spin_multiplicity": 2, "total_energy_ha": -7380.0468, "symbols": ["Al", "C", "C", "S", "C", "C", "S", "H", "H", "H", "H", "H", "H", "C", "As", "C", "C", "O", "H", "H", "H", "H", "H", "H", "H", "H", "H", "Cl", "Ge", "Cl", "Cl", "N", "C", "N", "N", "C", "N", "H", "H", "H", "H"], "coordinates": [[0.75486, 0.11027, 0.05618], [2.04934, -1.82292, 2.80001], [1.79992, -0.52285, 2.07351], [0.39204, 0.42761, 2.60802], [2.75169, 0.04553, 1.25593], [4.05134, -0.66907, 1.03246], [2.44969, 1.56550, 0.43751], [1.22579, -2.06449, 3.46441], [2.96183, -1.75206, 3.39721], [2.17685, -2.65523, 2.10672], [4.60036, -0.73432, 1.97499], [4.65867, -0.14129, 0.30395], [3.88540, -1.68695, 0.67598], [-1.36637, -1.30617, -1.43442], [0.15177, -1.02464, -2.53434], [0.20511, 0.39260, -3.81651], [0.37665, -2.78271, -3.25912], [1.41298, -0.65691, -1.41475], [-1.92818, 0.04925, 0.29243], [-0.90505, -0.73229, 1.92903], [-2.93563, -1.74321, 0.67257], [-0.49181, 0.21881, -4.63242], [1.22754, 0.38513, -4.19536], [0.01656, 1.32689, -3.29903], [-0.39784, -2.97638, -3.99784], [0.29328, -3.46555, -2.41698], [1.35989, -2.87357, -3.71922], [-0.76676, -3.30107, 1.41468], [-2.53219, -1.53840, 2.74462], [-3.36978, -4.52497, 1.18154], [-1.24125, -1.19120, 0.39314], [-3.75851, 4.27185, 0.49802], [-2.58592, 3.65992, 0.37179], [-1.56685, 4.00043, 1.16167], [-2.51548, 2.69135, -0.55980], [-1.37909, 2.11221, -0.69674], [-0.33752, 1.59039, -0.79759], [-3.90577, 5.03376, 1.13616], [-4.48837, 4.03084, -0.15179], [-1.65400, 4.72192, 1.85681], [-0.67519, 3.53202, 1.08657]], "lowdin_charge": [-0.47, -0.12, -0.74, 0.70, -0.74, -0.08, 0.77, 0.06, 0.09, 0.08, 0.10, 0.08, 0.10, -0.45, 1.02, -0.17, -0.18, -0.40, 0.04, -0.28, -0.09, 0.05, 0.06, 0.03, 0.05, 0.05, 0.05, -0.07, 0.80, -0.05, 0.20, 0.21, -0.45, 0.22, 0.15, -0.28, 0.16, 0.13, 0.13, 0.13, 0.11]}